Entry one
# C6H14N2

A cluster of 2 separate species, C6H14N2 in total (ωB97M-V/def2-TZVPD, the Open Molecules 2025 dataset).

Structure (ORCA input):
```
! RIJCOSX wB97M-V def2-TZVPD def2/J DEFGRID3
* xyz 0 1
N 0.87 -0.55 1.25
N -2.25 -0.96 -2.03
C -2.94 -0.12 -2.74
C 0.99 0.78 1.88
C -0.95 -0.58 -1.69
C 1.45 -1.61 2.15
C 0.25 1.81 1.04
C 0.04 -0.22 -2.52
H 0.80 -1.66 3.02
H 1.42 -0.52 0.40
H 2.03 1.10 2.06
H -0.04 -0.30 -3.61
H -2.63 0.94 -2.81
H 0.69 1.89 0.05
H -3.86 -0.46 -3.21
H 0.49 0.71 2.87
H -0.71 -0.78 -0.65
H 0.95 0.18 -2.09
H 1.44 -2.60 1.67
H 2.48 -1.41 2.52
H -0.82 1.56 0.91
H 0.32 2.80 1.54
*
```

SMILES   C=CN=C.CCNC
E_LUMO   0.0375 Ha
Orbital gap   9.89 eV

=====

Entry two
# C6H14N2

An isolated molecule of C6H14N2 (ωB97M-V/def2-TZVPD, the Open Molecules 2025 dataset).

Structure (ORCA input):
```
! RIJCOSX wB97M-V def2-TZVPD def2/J DEFGRID3
* xyz 0 1
N 0.91 0.07 -1.09
N -0.24 0.19 -1.36
C -2.12 1.47 -0.23
C 2.32 1.03 0.63
C 1.41 -0.14 0.26
C -2.31 -1.03 -0.56
C 2.13 -1.48 0.30
C -1.41 0.12 -0.11
H -2.60 -0.90 -1.60
H 0.45 -0.15 0.89
H 2.94 -1.50 -0.43
H -2.40 1.64 -1.27
H 1.77 1.96 0.61
H 1.44 -2.30 0.07
H -1.79 -1.99 -0.46
H 2.72 0.87 1.63
H -3.21 -1.07 0.06
H -1.22 -0.03 0.96
H -1.47 2.28 0.09
H 3.14 1.10 -0.08
H 2.54 -1.64 1.30
H -3.02 1.48 0.38
*
```

SMILES   CC(C)/N=N\C(C)C
E_LUMO   0.0386 Ha
Orbital gap   9.30 eV

=====

Which of them is most stable, and which least? Most stable: entry two; least stable: entry one.

=====

Entry one
# C4H15NO2S

A cluster of 3 separate species, C4H15NO2S in total (ωB97M-V/def2-TZVPD, the Open Molecules 2025 dataset).

Structure (ORCA input):
```
! RIJCOSX wB97M-V def2-TZVPD def2/J DEFGRID3
* xyz 0 1
S 1.55 -1.84 2.00
O 1.24 1.58 -2.84
O 3.35 0.04 -1.09
N -1.97 1.16 1.24
C -0.78 -0.90 0.67
C -0.08 -1.02 2.02
C -1.59 0.57 -1.16
C -1.07 0.56 0.27
H 0.18 -0.04 2.41
H -0.14 1.13 0.30
H -2.81 0.72 1.54
H -1.89 1.55 -1.55
H 1.60 0.71 -3.01
H 1.96 2.03 -2.41
H -2.47 -0.07 -1.30
H -0.29 -1.40 -0.13
H -0.83 0.16 -1.83
H 4.09 -0.19 -0.52
H -1.72 2.06 1.59
H 3.03 -0.81 -1.40
H 1.15 -3.09 1.73
H -0.73 -1.53 2.72
H -1.77 -1.36 0.77
*
```

SMILES   C[C@@H](N)CCS.O.O
E_LUMO   0.0192 Ha
Orbital gap   9.09 eV

=====

Entry two
# C4H15NO2S

A cluster of 3 separate species, C4H15NO2S in total (ωB97M-V/def2-TZVPD, the Open Molecules 2025 dataset).

Structure (ORCA input):
```
! RIJCOSX wB97M-V def2-TZVPD def2/J DEFGRID3
* xyz 0 1
S -2.45 -1.22 1.70
O 1.73 -0.77 -2.33
O -0.66 -2.72 -4.61
N 0.66 -0.11 0.06
C 0.57 1.09 0.86
C -0.64 0.97 1.91
C 1.90 1.34 1.64
C -2.02 0.62 1.48
H 2.04 0.68 2.51
H -0.23 0.32 2.73
H 0.80 -0.97 -2.47
H 2.73 1.61 0.93
H 2.06 -1.27 -1.58
H 0.82 -0.02 -0.94
H -0.73 -2.78 -5.57
H -2.00 -1.71 0.54
H 1.75 2.39 1.93
H 0.38 1.98 0.23
H -2.85 1.05 2.06
H 0.34 -0.98 0.43
H -2.24 0.63 0.40
H -1.33 -2.10 -4.31
H -0.63 1.96 2.43
*
```

SMILES   C[C@@H](N)CCS.O.O
E_LUMO   0.0132 Ha
Orbital gap   8.94 eV

=====

Which of them is most stable, and which least? Most stable: entry one; least stable: entry two.

=====

Entry one
# C4H15NO2S

A cluster of 3 separate species, C4H15NO2S in total (ωB97M-V/def2-TZVPD, the Open Molecules 2025 dataset).

Structure (ORCA input):
```
! RIJCOSX wB97M-V def2-TZVPD def2/J DEFGRID3
* xyz 0 1
S 1.94 0.92 1.29
O -3.12 -0.48 1.12
O -0.88 0.36 2.75
N -0.44 -1.13 -0.18
C -0.03 0.09 -0.83
C -0.93 0.61 -1.96
C 2.41 -0.14 -0.11
C 1.41 -0.02 -1.27
H 1.66 0.80 -1.93
H -2.47 -0.09 1.73
H -0.96 -0.03 -2.84
H -0.13 0.90 -0.11
H -3.64 0.25 0.76
H 2.44 -1.17 0.25
H 2.85 0.46 2.15
H 0.00 0.31 2.34
H -0.89 0.05 3.66
H -0.56 1.58 -2.30
H 1.46 -0.98 -1.79
H -1.96 0.74 -1.64
H -1.43 -1.16 0.02
H 3.40 0.10 -0.45
H -0.15 -1.96 -0.67
*
```

SMILES   C[C@@H](N)CCS.O.O
E_LUMO   0.0262 Ha
Orbital gap   9.57 eV

=====

Entry two
# C4H15NO2S

A cluster of 3 separate species, C4H15NO2S in total (ωB97M-V/def2-TZVPD, the Open Molecules 2025 dataset).

Structure (ORCA input):
```
! RIJCOSX wB97M-V def2-TZVPD def2/J DEFGRID3
* xyz 0 1
S -1.84 0.20 2.02
O 3.32 -1.47 0.57
O 0.42 2.92 -0.59
N 0.10 0.28 -1.55
C -1.50 0.46 0.27
C -0.29 -0.32 -0.27
C -0.57 -1.80 -0.36
C 1.35 -0.24 -2.09
H 2.07 -0.31 -1.28
H 1.30 -1.28 -2.42
H 0.60 2.05 -1.02
H 3.01 -0.87 1.26
H 1.11 3.55 -0.80
H -1.44 -1.95 -1.00
H -0.92 -2.18 0.60
H 0.47 -0.05 0.44
H -1.38 1.53 0.13
H -2.40 0.21 -0.30
H 1.73 0.42 -2.86
H 2.86 -2.31 0.67
H -2.22 -1.08 1.99
H -0.64 0.18 -2.22
H 0.27 -2.34 -0.76
*
```

SMILES   CN[C@H](C)CS.O.O
E_LUMO   0.0227 Ha
Orbital gap   9.64 eV

=====

Which of them is most stable, and which least? Most stable: entry one; least stable: entry two.

=====

Entry one
# C5H14N2

An isolated molecule of C5H14N2 (ωB97M-V/def2-TZVPD, the Open Molecules 2025 dataset).

Structure (ORCA input):
```
! RIJCOSX wB97M-V def2-TZVPD def2/J DEFGRID3
* xyz 0 1
N 1.61 -1.56 1.44
N 0.02 2.51 -1.24
C 0.47 -0.53 -0.64
C -0.78 -1.44 1.44
C -0.94 1.58 -0.66
C 0.53 -0.80 0.94
C -0.77 0.12 -1.20
H 2.51 -1.10 1.12
H -0.89 -0.03 -2.27
H 1.61 -2.50 0.90
H -1.65 -0.28 -0.78
H 0.82 -1.42 -1.28
H -1.57 -0.87 0.98
H -1.02 -1.37 2.62
H 1.29 0.15 -0.66
H -0.18 3.48 -0.99
H -0.91 1.69 0.46
H -1.92 1.86 -0.90
H 0.42 0.26 1.40
H 0.00 2.44 -2.24
H -0.94 -2.47 1.06
*
```

SMILES   C[C@@H](N)CCCN
E_LUMO   0.0399 Ha
Orbital gap   10.28 eV

=====

Entry two
# C5H14N2

An isolated molecule of C5H14N2 (ωB97M-V/def2-TZVPD, the Open Molecules 2025 dataset).

Structure (ORCA input):
```
! RIJCOSX wB97M-V def2-TZVPD def2/J DEFGRID3
* xyz 0 1
N -1.12 1.14 -0.83
N 0.27 1.13 -0.58
C 0.83 -0.14 -0.35
C 2.22 -0.09 0.24
C -0.39 -1.06 0.72
C -1.43 0.72 -2.19
C -0.51 -0.44 2.11
H -1.45 0.30 -0.16
H -1.07 0.49 2.09
H -2.50 0.85 -2.33
H -0.90 1.37 -2.89
H 2.25 0.59 1.09
H 0.78 -0.74 -1.26
H 0.16 -2.00 0.78
H -1.36 -1.42 0.36
H 0.46 1.78 0.18
H 2.94 0.25 -0.50
H 2.51 -1.08 0.58
H -1.18 -0.32 -2.42
H 0.48 -0.21 2.52
H -0.99 -1.13 2.81
*
```

SMILES   CC[C@H](C)NNC
E_LUMO   0.0403 Ha
Orbital gap   9.60 eV

=====

Entry three
# C5H14N2

An isolated molecule of C5H14N2 (ωB97M-V/def2-TZVPD, the Open Molecules 2025 dataset).

Structure (ORCA input):
```
! RIJCOSX wB97M-V def2-TZVPD def2/J DEFGRID3
* xyz 0 1
N -1.02 -1.14 -0.63
N 1.67 1.54 -0.86
C -0.15 0.15 1.52
C 2.03 1.00 0.48
C -2.19 -1.28 -1.48
C 1.32 -0.19 1.03
C -1.33 -0.25 0.45
H -1.94 -2.09 -2.14
H -3.15 -1.40 -1.00
H -0.41 -0.53 -1.27
H 1.35 0.74 -1.45
H 1.84 -0.72 1.87
H -2.24 -0.77 0.94
H 1.29 -1.05 0.40
H 2.06 1.90 1.07
H -2.36 -0.45 -2.30
H 2.34 2.12 -1.41
H -1.51 0.72 -0.01
H -0.18 1.26 1.74
H 3.09 0.78 0.60
H -0.52 -0.34 2.48
*
```

SMILES   CNCCCCN
E_LUMO   0.0396 Ha
Orbital gap   9.92 eV

=====

Which of them is most stable, and which least? Most stable: entry one; least stable: entry two.

=====

Entry one
# C5H14N2

A cluster of 2 separate species, C5H14N2 in total (ωB97M-V/def2-TZVPD, the Open Molecules 2025 dataset).

Structure (ORCA input):
```
! RIJCOSX wB97M-V def2-TZVPD def2/J DEFGRID3
* xyz 0 1
N -0.01 2.83 -0.48
N -0.29 2.16 0.65
C 0.66 1.59 1.32
C 1.05 -0.82 -1.25
C -0.61 -1.24 1.38
C -0.45 -0.67 -1.05
C -0.99 -1.67 -0.04
H 0.04 -0.29 1.36
H 1.58 -0.81 -0.30
H 0.47 1.36 2.35
H -0.60 -2.66 -0.26
H 1.28 -1.76 -1.75
H -2.08 -1.72 -0.14
H 1.45 0.00 -1.86
H 1.68 1.53 0.95
H 0.85 2.59 -0.98
H -0.96 -0.79 -2.01
H -0.82 2.96 -1.06
H -1.49 -0.93 1.94
H -0.09 -2.01 1.93
H -0.68 0.36 -0.70
*
```

SMILES   C=NN.CCCC
E_LUMO   0.0403 Ha
Orbital gap   9.93 eV

=====

Entry two
# C5H14N2

A cluster of 2 separate species, C5H14N2 in total (ωB97M-V/def2-TZVPD, the Open Molecules 2025 dataset).

Structure (ORCA input):
```
! RIJCOSX wB97M-V def2-TZVPD def2/J DEFGRID3
* xyz 0 1
N -1.76 0.65 0.76
N 1.15 0.39 -0.55
C 2.20 -0.26 -1.32
C -2.51 0.44 1.97
C 1.28 1.61 -0.29
C -2.25 -0.18 -0.33
C 2.57 -1.58 -0.65
H 0.53 2.18 0.24
H -3.29 0.09 -0.55
H -2.10 0.99 2.81
H 2.93 -1.39 0.36
H 1.76 -0.49 -2.29
H -1.62 -0.12 -1.21
H -2.52 -0.61 2.29
H -2.28 -1.23 0.01
H 3.32 -2.11 -1.23
H -3.52 0.82 1.86
H 2.17 2.17 -0.62
H 1.69 -2.22 -0.64
H -0.78 0.44 0.88
H 3.04 0.41 -1.50
*
```

SMILES   C=NCC.CNC
E_LUMO   0.0401 Ha
Orbital gap   9.53 eV

=====

Which of them is most stable, and which least? Most stable: entry two; least stable: entry one.

=====

Entry one
# C5H14N2

An isolated molecule of C5H14N2 (ωB97M-V/def2-TZVPD, the Open Molecules 2025 dataset).

Structure (ORCA input):
```
! RIJCOSX wB97M-V def2-TZVPD def2/J DEFGRID3
* xyz 0 1
N 0.76 1.23 -0.32
N -2.40 -0.37 -1.33
C -1.59 0.48 -0.50
C 1.01 1.79 0.98
C 1.58 -1.60 0.40
C 0.19 -1.02 0.54
C -0.12 0.04 -0.52
H 2.15 -1.59 1.32
H -1.73 1.51 -0.82
H 1.46 1.26 -1.03
H 2.15 -1.34 -0.48
H -2.53 -0.28 -2.32
H 1.43 -2.67 0.17
H -0.10 -0.59 1.48
H -0.66 -1.71 0.42
H 0.14 2.36 1.32
H -2.01 0.44 0.51
H 1.20 1.01 1.73
H 0.07 -0.17 -1.57
H 1.91 2.40 1.00
H -2.90 -1.17 -1.00
*
```

SMILES   CC[C@@H](CN)NC
E_LUMO   0.0437 Ha
Orbital gap   9.08 eV

=====

Entry two
# C5H14N2

An isolated molecule of C5H14N2 (ωB97M-V/def2-TZVPD, the Open Molecules 2025 dataset).

Structure (ORCA input):
```
! RIJCOSX wB97M-V def2-TZVPD def2/J DEFGRID3
* xyz 0 1
N 0.49 1.49 0.93
N -1.58 -0.54 0.83
C -0.07 -0.90 0.50
C 2.27 -0.22 0.38
C 0.73 0.34 0.09
C -2.41 -0.35 -0.35
C 0.59 0.71 -1.38
H 0.77 -0.17 -2.02
H -2.23 0.63 -0.79
H 2.96 0.63 0.41
H 2.44 -0.76 1.31
H 0.29 -1.32 1.44
H 0.29 1.21 1.88
H -3.47 -0.39 -0.07
H 2.60 -0.85 -0.46
H -0.06 -1.66 -0.28
H -0.40 1.10 -1.62
H -2.25 -1.13 -1.11
H 1.32 1.47 -1.67
H -1.95 -1.33 1.36
H -0.32 2.02 0.60
*
```

SMILES   CNCC(C)(C)N
E_LUMO   0.0358 Ha
Orbital gap   9.90 eV

=====

Entry three
# C5H14N2

An isolated molecule of C5H14N2 (ωB97M-V/def2-TZVPD, the Open Molecules 2025 dataset).

Structure (ORCA input):
```
! RIJCOSX wB97M-V def2-TZVPD def2/J DEFGRID3
* xyz 0 1
N 0.97 0.72 2.05
N -0.45 -0.22 -0.95
C -1.60 -0.84 -1.61
C 2.28 1.36 2.29
C -1.15 -2.07 -2.43
C 0.36 1.31 0.84
C -0.79 0.31 0.38
H -0.11 2.22 1.18
H 1.09 1.46 0.05
H 2.83 1.39 1.32
H 1.19 -0.27 2.01
H 2.05 2.38 2.57
H -0.42 -2.68 -1.84
H -2.43 -1.10 -0.92
H -1.62 1.00 0.14
H -1.06 -0.42 1.14
H 2.86 0.91 3.10
H 0.41 -0.74 -0.87
H -1.88 -2.77 -2.81
H -0.53 -1.80 -3.27
H -2.01 -0.15 -2.36
*
```

SMILES   CCNCCNC
E_LUMO   0.0419 Ha
Orbital gap   9.65 eV

=====

Which of them is most stable, and which least? Most stable: entry two; least stable: entry three.

=====

Entry one
# C5H14N2

A structure of composition C5H14N2 (ωB97M-V/def2-TZVPD, the Open Molecules 2025 dataset).

Structure (ORCA input):
```
! RIJCOSX wB97M-V def2-TZVPD def2/J DEFGRID3
* xyz 0 1
N 0.11 -0.06 -1.12
N -2.52 -1.28 -0.75
C -1.39 0.49 0.80
C 3.34 -1.24 0.01
C -2.07 -0.91 0.59
C 0.22 2.25 -0.36
C -0.37 0.85 -0.29
H 4.36 -1.56 0.18
H 0.53 2.62 0.65
H -1.67 -1.06 -1.29
H -3.26 -0.70 -1.11
H 1.14 2.18 -0.94
H -2.99 -0.99 1.25
H 3.01 -0.47 0.71
H 3.24 -0.87 -1.01
H -1.34 -1.67 0.96
H -0.98 0.43 1.83
H 0.67 -0.06 -0.12
H 2.67 -2.08 0.18
H -2.25 1.16 0.67
H -0.46 2.97 -0.82
*
```

E_LUMO   0.0204 Ha
Orbital gap   8.62 eV

=====

Entry two
# C5H14N2

An isolated molecule of C5H14N2 (ωB97M-V/def2-TZVPD, the Open Molecules 2025 dataset).

Structure (ORCA input):
```
! RIJCOSX wB97M-V def2-TZVPD def2/J DEFGRID3
* xyz 0 1
N -0.08 0.18 0.40
N 0.09 -1.62 -1.98
C -0.40 -0.49 1.64
C -1.49 2.22 0.24
C 1.20 -0.31 -0.21
C 0.89 -1.72 -0.77
C -0.08 1.63 0.58
H -2.03 2.50 1.14
H -1.36 3.12 -0.36
H 0.64 2.13 -0.06
H -0.67 -1.53 1.51
H 0.40 -0.46 2.42
H 1.57 0.32 -1.01
H -1.24 0.03 2.12
H -1.98 1.43 -0.32
H 0.30 -0.97 -2.73
H 1.97 -0.40 0.56
H 0.25 1.90 1.60
H 0.41 -2.36 -0.05
H -0.89 -1.47 -1.78
H 1.85 -2.20 -1.00
*
```

SMILES   CCN(C)CCN
E_LUMO   0.0416 Ha
Orbital gap   9.67 eV

=====

Entry three
# C5H14N2

An isolated molecule of C5H14N2 (ωB97M-V/def2-TZVPD, the Open Molecules 2025 dataset).

Structure (ORCA input):
```
! RIJCOSX wB97M-V def2-TZVPD def2/J DEFGRID3
* xyz 0 1
N -0.14 2.38 0.04
N 0.08 -0.75 0.29
C -1.16 1.44 -0.16
C 2.50 -1.47 0.94
C -0.73 -0.06 -0.66
C 1.63 -0.20 0.54
C -2.11 -0.81 -0.56
H -1.91 1.27 0.71
H -0.53 3.29 0.14
H 2.59 -2.12 -0.06
H 1.57 0.66 1.16
H 0.29 -1.75 0.59
H 2.07 -1.88 1.89
H 0.37 2.45 -0.86
H -2.76 -0.56 -1.48
H -0.57 0.04 -1.71
H 3.51 -1.17 0.89
H -2.79 -0.55 0.36
H 2.06 0.15 -0.38
H -1.98 1.61 -1.05
H -1.97 -1.97 -0.63
*
```

SMILES   CCN[C@@H](C)CN
E_LUMO   0.0406 Ha
Orbital gap   9.30 eV

=====

Which of them is most stable, and which least? Most stable: entry two; least stable: entry one.

=====

Entry one
# C5H14N2

An isolated molecule of C5H14N2 (ωB97M-V/def2-TZVPD, the Open Molecules 2025 dataset).

Structure (ORCA input):
```
! RIJCOSX wB97M-V def2-TZVPD def2/J DEFGRID3
* xyz 0 1
N 0.04 0.62 0.51
N -2.85 0.90 -0.16
C 1.85 -1.16 0.23
C 0.93 -0.13 -0.37
C -2.12 -0.33 0.09
C 1.83 0.94 -1.12
C -1.02 -0.17 1.17
H -2.80 -1.15 0.37
H -1.66 -0.90 -0.73
H -2.22 1.67 0.08
H 2.28 0.47 -2.00
H 1.22 1.78 -1.48
H 0.37 -0.50 -1.24
H 2.60 1.15 -0.37
H -0.64 -1.11 1.62
H 2.24 -1.83 -0.54
H 2.57 -0.70 0.92
H -3.06 0.93 -1.15
H 1.28 -1.82 0.92
H 0.62 1.03 1.23
H -1.47 0.32 2.03
*
```

SMILES   CC(C)NCCN
E_LUMO   0.0399 Ha
Orbital gap   10.01 eV

=====

Entry two
# C5H14N2

An isolated molecule of C5H14N2 (ωB97M-V/def2-TZVPD, the Open Molecules 2025 dataset).

Structure (ORCA input):
```
! RIJCOSX wB97M-V def2-TZVPD def2/J DEFGRID3
* xyz 0 1
N -1.74 0.50 -2.07
N 2.32 -0.48 1.57
C 0.37 -1.37 0.21
C -0.81 1.20 0.25
C -0.72 -0.30 0.75
C 1.82 -0.88 0.19
C -0.84 1.36 -1.29
H 1.80 0.37 1.90
H 2.18 -1.23 2.27
H -1.67 1.66 0.77
H 0.39 -2.31 0.74
H 0.16 1.26 -1.81
H -0.38 -0.17 1.86
H 1.96 -0.15 -0.58
H -0.04 -1.53 -0.88
H -1.74 -0.79 0.73
H 2.53 -1.56 -0.08
H -2.79 0.74 -2.10
H -1.76 -0.31 -1.47
H -1.19 2.32 -1.63
H 0.15 1.68 0.67
*
```

SMILES   NCCCCCN
E_LUMO   0.0349 Ha
Orbital gap   10.26 eV

=====

Which of them is most stable, and which least? Most stable: entry one; least stable: entry two.